# 1
C30H26BrCl3CoGeI2N3O2P | ωB97M-V with the def2-TZVPD basis set

CARTESIAN COORDINATES (ANGSTROEM)
Co1 -0.18890 0.10492 0.21920
C1 1.72045 1.80154 -4.93453
C2 0.40182 2.09581 -4.61827
C3 0.03162 2.29440 -3.29535
C4 0.97728 2.19530 -2.28074
C5 2.30184 1.90880 -2.60507
C6 2.67309 1.71620 -3.92727
P1 0.56515 2.34908 -0.51440
C7 1.16222 4.01741 -0.11093
C8 1.80656 4.25330 1.10056
C9 2.25868 5.52696 1.41798
C10 2.06157 6.56901 0.52553
C11 1.41276 6.34046 -0.68176
C12 0.97254 5.06811 -1.00790
C13 -1.23132 2.48396 -0.34977
C14 -2.06378 3.59051 -0.51019
C15 -3.40331 3.47399 -0.18012
C16 -3.88184 2.28110 0.35016
C17 -3.04330 1.18794 0.54351
C18 -1.70456 1.27891 0.17887
H1 2.00807 1.63906 -5.96517
H2 -0.34308 2.16885 -5.40054
H3 -0.99745 2.53765 -3.05468
H4 3.04990 1.84814 -1.82057
H5 3.70457 1.49903 -4.17319
H6 1.96111 3.43758 1.79919
H7 2.76006 5.70460 2.36024
H8 2.42193 7.56074 0.76494
H9 1.24862 7.15767 -1.37176
H10 0.49859 4.88914 -1.96545
H11 -1.66775 4.53511 -0.86254
H12 -4.07105 4.31510 -0.31320
H13 -4.92182 2.20689 0.64394
H14 -3.44891 0.29753 0.99366
O1 5.89653 -1.56924 0.03430
C19 4.59995 -1.24398 0.08959
C20 4.10956 -0.10825 0.73199
C21 2.75360 0.10216 0.72989
N1 1.84832 -0.70910 0.15057
C22 2.34883 -1.79006 -0.45489
Br1 1.19304 -3.02803 -1.27485
C23 3.69486 -2.09656 -0.52343
H15 6.44188 -0.91990 0.49334
H16 4.76977 0.59154 1.22780
H17 2.34775 0.97112 1.22788
H18 4.03979 -2.98701 -1.02678
I1 1.02708 -2.39513 5.30961
C24 0.41757 -0.70842 4.27974
C25 0.05935 0.45625 4.94091
C26 -0.29311 1.55938 4.18276
C27 -0.30234 1.46087 2.80518
N2 0.00285 0.32333 2.16654
C28 0.37148 -0.73776 2.89700
H19 0.06325 0.50125 6.02158
H20 -0.57194 2.49233 4.65186
H21 -0.56924 2.30702 2.18849
H22 0.64063 -1.63585 2.36302
N3 -0.72826 -1.22981 -3.64763
C29 -1.14806 -0.49153 -2.63424
O2 -0.39209 -0.30607 -1.66183
C30 -2.52704 0.11734 -2.66813
I2 -3.38423 0.39814 -4.58938
H23 0.17150 -1.67940 -3.58128
H24 -1.33095 -1.42478 -4.43046
H25 -2.49635 1.08557 -2.18441
H26 -3.20076 -0.53081 -2.11591
Cl1 -0.51680 -3.68036 1.54824
Ge1 -1.56417 -1.97512 0.68382
Cl2 -2.64192 -2.86993 -0.97308
Cl3 -3.10037 -1.73462 2.20286

The HOMO-LUMO gap (spin up / spin down) is 0.282 / 0.282 hartree. The calculation puts the energy above the lowest of the compared OMol25 structures with the same formula, charge and spin at 62.2 kJ/mol. As for the charge: +1. The LUMO energy (spin up / spin down) comes out at -3.49 / -3.49 eV.

Atomic partial charges in e from the Mulliken method, atoms 1 to 4: -0.252 -0.700 -0.846 0.244

***

# 2
H10O5 | ωB97M-V with the def2-TZVPD basis set

CARTESIAN COORDINATES (ANGSTROEM)
O1 -1.84629 0.24014 1.01323
H1 -2.56396 0.65976 0.52837
H2 -1.45052 0.94497 1.53718
O2 3.25861 0.27809 -2.06057
H3 3.57355 -0.28027 -2.77684
H4 2.32182 0.06838 -1.97811
O3 1.61188 1.92321 -0.24175
H5 2.16008 1.99547 -1.02846
H6 1.00285 1.20090 -0.43490
O4 0.03166 -0.42812 -1.04181
H7 0.07500 -1.27318 -1.49736
H8 -0.47935 -0.59441 -0.23741
O5 -2.73118 -1.92851 2.68230
H9 -2.29966 -1.36263 2.02758
H10 -2.66449 -1.44379 3.50855

The HOMO-LUMO gap is 0.406 hartree. The calculation puts the energy above the lowest of the compared OMol25 structures with the same formula, charge and spin at 87.1 kJ/mol. As for the charge: 0. The SMILES is O.O.O.O.O. The LUMO energy comes out at 0.24 eV.

Atomic partial charges in e from the Mulliken method, atoms 1 to 4: -0.735 0.341 0.340 -0.613

***

# 3
C15H45Li2N12O17 | ωB97M-V with the def2-TZVPD basis set

CARTESIAN COORDINATES (ANGSTROEM)
Li1 3.50507 -3.33901 38.30140
Li2 0.59833 -3.05187 39.44578
C1 2.21223 -0.42226 35.96194
C2 1.42106 0.17071 34.99392
C3 -0.03274 -0.22989 34.87311
O1 -0.85041 0.13351 33.96771
C4 -0.56484 -1.05461 35.82914
C5 0.12588 -1.47146 36.97614
C6 1.68926 -1.24389 36.98618
O2 2.36278 -1.70184 37.93314
O3 -0.35405 -1.96860 38.01854
O4 2.02791 0.80467 34.08108
H1 3.27355 -0.26014 36.01095
H2 -1.61811 -1.29181 35.84157
C7 4.00026 -5.96431 38.77748
C8 2.73430 -5.58830 39.59711
C9 3.00341 -5.57610 41.09064
O5 2.12732 -4.40458 39.14762
H3 4.84399 -5.41747 39.22090
H4 3.88722 -5.59853 37.75366
H5 4.12399 -7.04318 38.79737
H6 2.03349 -6.37160 39.27025
H7 2.12800 -5.20343 41.62751
H8 3.82790 -4.91054 41.36704
H9 3.22396 -6.54890 41.53887
C10 0.68307 1.53551 39.29300
O6 1.31951 0.96859 40.19056
N1 -0.39163 0.97990 38.70164
N2 0.99534 2.79694 38.85137
H10 -0.92113 1.33823 37.92547
H11 -0.64280 0.05789 39.02004
H12 0.36823 3.24426 38.21060
H13 1.59026 3.35159 39.44191
C11 -3.15998 -3.96929 36.68601
O7 -2.52359 -4.17291 35.64435
N3 -3.06272 -2.82987 37.41178
N4 -4.00841 -4.91350 37.19003
H14 -2.17803 -2.32333 37.40598
H15 -3.68059 -2.76368 38.19976
H16 -4.09451 -5.76231 36.66139
H17 -4.31188 -4.89258 38.14328
C12 5.51085 0.76659 38.36482
O8 6.02069 1.87923 38.25500
N5 4.18322 0.59679 38.54846
N6 6.19225 -0.40845 38.35970
H18 3.56078 1.38627 38.54102
H19 3.68178 -0.26912 38.36138
H20 7.15901 -0.49801 38.12126
H21 5.67077 -1.21131 38.65583
C13 2.20000 -2.94037 31.96598
O9 2.45018 -3.82333 31.14992
N7 1.15372 -2.09547 31.92042
N8 2.91698 -2.79083 33.12249
H22 1.06662 -1.29298 32.51699
H23 0.48407 -2.23480 31.18406
H24 3.77918 -3.30948 33.10212
H25 2.78524 -2.03520 33.77032
C14 -1.89908 3.26048 32.35376
O10 -2.34793 4.25026 31.77032
N9 -2.57448 2.67200 33.39221
N10 -0.70660 2.65926 32.11040
H26 -3.47510 3.01068 33.66733
H27 -2.29786 1.76665 33.73502
H28 -0.02106 3.01134 31.47084
H29 -0.50681 1.91061 32.75998
C15 2.00544 4.67542 35.37786
O11 2.07536 5.60288 36.18676
N11 2.15276 3.37705 35.69321
N12 1.68292 4.84345 34.05916
H30 2.43576 3.06659 36.60407
H31 2.03164 2.68627 34.96736
H32 1.64917 5.78276 33.71142
H33 1.66151 4.06152 33.43009
O12 -2.59776 1.47486 36.31179
H34 -2.03922 2.25785 36.23930
H35 -2.15045 0.81426 35.75989
O13 1.45189 -1.84018 40.69778
H36 2.31659 -2.00222 41.08230
H37 1.42044 -0.87146 40.54653
O14 4.34946 3.28693 33.44555
H38 4.18108 3.81832 34.23113
H39 4.40379 2.38066 33.77317
O15 5.80029 -0.05806 35.20548
H40 5.66600 -0.46465 34.34177
H41 4.91482 0.13897 35.52029
O16 -3.12175 -2.33102 33.72507
H42 -2.94179 -2.96141 34.46809
H43 -2.45044 -1.64186 33.79337
O17 2.16090 2.23240 31.43017
H44 2.83175 2.92169 31.50598
H45 2.09330 1.85647 32.32330

The HOMO-LUMO gap is 0.273 hartree. As for the charge: -1. The LUMO energy comes out at 1.00 eV.

Atomic partial charges in e from the Mulliken method, atoms 1 to 4: 0.654 0.855 0.695 0.641

***

# 4
C6H9N2O | ωB97M-V with the def2-TZVPD basis set

CARTESIAN COORDINATES (ANGSTROEM)
N1 1.69994 1.59727 1.16983
C1 0.90046 0.72225 0.51421
N2 1.16917 0.22229 -0.66695
C2 0.29154 -0.54172 -1.59311
C3 -0.73272 -1.40735 -1.49387
C4 -1.09211 -1.86217 -0.19624
C5 -0.87712 -1.18759 0.93087
C6 -0.53183 0.40404 0.87894
O1 -1.07472 1.09966 -0.16431
H1 2.49075 2.23598 0.78798
H2 1.38799 1.80899 2.17336
H3 2.00202 0.71800 -1.11864
H4 0.57451 -0.14367 -2.51610
H5 -1.22184 -1.72981 -2.39730
H6 -1.47137 -2.92141 -0.20995
H7 -0.79382 -1.51763 1.92949
H8 -0.94988 0.67499 1.85301
H9 -1.77097 1.82788 0.11879

The HOMO-LUMO gap is 0.340 hartree. The calculation puts the energy above the lowest of the compared OMol25 structures with the same formula, charge and spin at 173.5 kJ/mol. As for the charge: +1. The SMILES is NC1=[NH+]C=CC=C[C@@H]1O. The LUMO energy comes out at -3.65 eV.

Atomic partial charges in e from the Mulliken method, atoms 1 to 4: -0.433 0.535 -0.187 -0.420

***

| no. | strongest force on any atom (Eh/bohr) |
| --- | --- |
| 1 | 0.020 |
| 2 | 0.006 |
| 3 | 0.062 |
| 4 | 0.106 |